[1]
The following is a quantum chemistry calculation of a molecular structure, C17H19CrF3N4O7P2 in a non-equilibrium geometry, from the Open Molecules 2025 dataset.

Summary:
- Molecular weight: 562.30 g/mol
- DFT total energy: -93384.165 eV
- Charge: +1
- 2S+1: 2
- HOMO-LUMO gap (spin up / spin down): 6.75 / 7.19 eV
- Maximum force: 3.0 eV/A

Positions of all 53 atoms, in Å:
Cr -0.25 -0.60 -0.61
O -2.06 -0.92 -0.41
C -2.80 -1.62 0.37
C -4.20 -1.45 0.37
C -5.01 -2.14 1.24
C -4.45 -3.02 2.16
C -3.09 -3.24 2.17
C -2.24 -2.58 1.28
C -0.84 -2.88 1.19
N 0.08 -2.22 0.48
C 1.26 -2.89 0.60
C 1.07 -3.98 1.41
N -0.24 -3.95 1.78
H -4.62 -0.76 -0.35
H -6.08 -1.98 1.22
H -5.10 -3.55 2.85
H -2.69 -3.92 2.90
H 2.14 -2.56 0.09
H 1.75 -4.74 1.73
H -0.71 -4.63 2.36
N 2.42 2.17 -3.79
C 1.83 0.91 -3.29
C 1.63 -0.10 -4.39
P 2.76 0.18 -1.87
O 3.29 1.60 -1.23
O 3.89 -0.67 -2.25
O 1.71 -0.40 -0.94
P 0.16 1.45 -2.68
O 0.45 2.10 -1.21
O -0.21 2.54 -3.61
O -0.69 0.25 -2.42
H 3.00 2.06 -4.63
H 2.99 2.58 -3.03
H 1.57 2.77 -3.99
H 2.58 -0.43 -4.81
H 0.98 0.31 -5.17
H 1.14 -0.98 -3.97
H 4.10 1.40 -0.77
H 0.52 3.06 -1.27
F 1.62 3.77 4.33
C 0.68 3.95 3.40
F -0.39 4.49 4.00
F 1.15 4.88 2.54
C 0.35 2.68 2.65
C 1.24 1.61 2.61
C 0.94 0.55 1.77
N -0.14 0.52 0.99
C -1.02 1.53 1.08
C -0.81 2.63 1.89
H 2.14 1.61 3.19
H 1.63 -0.28 1.68
H -1.90 1.46 0.45
H -1.53 3.44 1.91

=====

[2]
The following is a quantum chemistry calculation of a molecular structure, C4H5NS in a non-equilibrium geometry, from the Open Molecules 2025 dataset.

Summary:
- Molecular weight: 99.16 g/mol
- DFT total energy: -16549.702 eV
- Energy above the lowest of the compared OMol25 structures with the same formula, charge and spin: 100.6 kcal/mol
- HOMO-LUMO gap: 9.07 eV
- Maximum force: 10.1 eV/A

Positions of all 11 atoms, in Å:
C 0.46 0.50 0.78
C 0.18 -0.60 -0.11
C 0.75 -1.00 -1.28
C -1.04 -1.09 0.19
H -1.11 2.03 1.23
H -0.22 0.35 1.95
H 1.60 0.71 0.92
H 1.51 -0.26 -2.07
H 0.33 -1.63 -1.97
N -2.23 -1.09 0.39
S -0.23 2.09 -0.03

=====

[3]
The following is a quantum chemistry calculation of a molecular structure, C30H41AsBrNO8PPtS, from the Open Molecules 2025 dataset.

Summary:
- Molecular weight: 956.60 g/mol
- DFT total energy: -203900.144 eV
- Charge: -1
- Energy above the lowest of the compared OMol25 structures with the same formula, charge and spin: 30.0 kcal/mol
- HOMO-LUMO gap (spin up / spin down): 7.07 / 7.07 eV
- Maximum force: 0.6 eV/A

Positions of all 85 atoms, in Å:
Pt -0.01 0.36 0.27
O -1.64 -2.42 -2.09
As 0.01 -2.05 -1.63
O 0.85 -3.41 -1.93
O 0.08 -1.60 0.05
C 0.73 -0.51 -2.60
C 1.98 -0.82 -3.13
C 2.75 0.16 -3.73
C 2.28 1.46 -3.82
C 1.03 1.78 -3.31
C 0.26 0.81 -2.69
S -1.26 1.41 -1.98
O -0.80 2.31 -0.88
O -2.02 2.07 -3.00
O -1.85 0.20 -1.39
H -1.55 -3.33 -2.40
H 2.35 -1.83 -3.03
H 3.74 -0.08 -4.09
H 2.89 2.23 -4.26
H 0.66 2.79 -3.35
C -0.32 3.38 5.21
C 1.05 3.16 4.56
C 0.96 2.23 3.35
C -0.12 1.17 3.60
C -1.49 1.86 3.56
C -1.43 3.28 4.17
P -0.04 -0.22 2.41
C -1.52 -1.29 2.68
C -2.81 -0.81 2.01
C -3.75 -2.01 1.85
C -3.69 -2.96 3.05
C -3.24 -2.22 4.30
C -1.80 -1.70 4.14
C 1.38 -1.31 2.85
C 1.60 -1.52 4.37
C 2.81 -0.73 4.88
C 4.10 -1.20 4.20
C 3.85 -1.65 2.75
C 2.68 -0.90 2.14
H -0.36 4.35 5.72
H -0.49 2.62 5.99
H 1.75 2.75 5.29
H 1.47 4.12 4.24
H 1.93 1.80 3.12
H 0.67 2.80 2.46
H 0.04 0.73 4.59
H -2.22 1.25 4.10
H -1.84 1.93 2.52
H -2.40 3.53 4.60
H -1.24 4.01 3.38
H -1.21 -2.18 2.12
H -2.60 -0.36 1.03
H -3.28 -0.04 2.62
H -3.49 -2.54 0.93
H -4.77 -1.64 1.71
H -2.98 -3.77 2.85
H -4.65 -3.44 3.22
H -3.30 -2.85 5.19
H -3.92 -1.38 4.48
H -1.10 -2.48 4.44
H -1.64 -0.86 4.82
H 1.07 -2.26 2.41
H 1.78 -2.58 4.55
H 0.72 -1.26 4.96
H 2.89 -0.82 5.96
H 2.65 0.34 4.67
H 4.53 -2.03 4.78
H 4.84 -0.40 4.22
H 3.64 -2.73 2.72
H 4.75 -1.50 2.15
H 2.59 -1.08 1.07
H 2.86 0.18 2.22
Br 0.15 5.84 0.55
C 1.66 5.07 -0.31
C 2.52 5.88 -1.04
N 3.59 5.40 -1.66
C 3.84 4.09 -1.54
C 3.03 3.20 -0.84
C 1.90 3.71 -0.22
C 3.39 1.72 -0.76
O 4.55 1.43 -1.10
O 2.49 0.93 -0.35
H 2.32 6.94 -1.13
H 4.73 3.71 -2.02
H 1.24 3.05 0.30

=====

[4]
The following is a quantum chemistry calculation of C6H7BrIN3S in the gas phase in a non-equilibrium geometry, from the Open Molecules 2025 dataset.

Summary:
- Molecular weight: 360.02 g/mol
- DFT total energy: -99776.519 eV
- Energy above the lowest of the compared OMol25 structures with the same formula, charge and spin: 0.0 kcal/mol
- 2S+1: 3
- HOMO-LUMO gap (spin up / spin down): 5.62 / 7.00 eV
- Maximum force: 6.6 eV/A

Positions of all 19 atoms, in Å:
C -0.01 -2.18 -1.72
C 1.23 0.24 -1.29
C -0.21 -1.42 -0.53
C 1.31 -0.50 -2.51
C -1.27 2.12 1.10
C -1.04 0.97 2.00
N 0.48 -0.32 -0.34
N 0.74 -1.67 -2.66
N -0.01 -1.30 1.96
S 0.53 0.08 1.75
Br 2.30 0.04 -4.09
I 1.41 -2.76 1.90
H -0.51 -3.10 -2.00
H 1.64 1.13 -1.03
H -0.50 2.21 0.34
H -2.13 1.89 0.46
H -1.23 3.07 1.60
H -1.73 0.18 1.92
H -1.03 1.31 3.14